# 1
Entry from the Open Molecules 2025 dataset: a structure of composition C17H22Cl2I2N2O2SiW (wB97M-V/def2-TZVPD).

Last column: natural (NBO) charge in e.
Element x y z (Å)
1 W -0.466 -0.670 -0.148  1.70
2 I -5.159 4.784 -1.389  0.26
3 C -4.143 2.998 -1.055  -0.16
4 C -3.702 2.239 -2.135  -0.24
5 C -3.059 1.030 -1.916  -0.21
6 I -1.829 0.110 -3.318  0.28
7 C -2.943 0.550 -0.620  0.32
8 O -2.393 -0.670 -0.350  -0.77
9 C -3.196 1.392 0.458  -0.14
10 C -2.516 0.979 1.713  -0.22
11 N -1.016 0.784 1.428  -0.64
12 C -0.352 0.524 2.747  -0.28
13 C 0.834 -0.379 2.623  0.23
14 C 1.749 -0.532 3.652  -0.22
15 C 2.791 -1.430 3.493  -0.09
16 C 2.893 -2.151 2.308  -0.22
17 C 1.951 -1.950 1.327  0.07
18 N 0.938 -1.073 1.480  -0.53
19 C -3.815 2.613 0.242  -0.20
20 H -3.823 2.614 -3.143  0.26
21 H -2.868 0.021 2.097  0.23
22 H -2.608 1.735 2.493  0.23
23 H -0.691 1.695 1.095  0.42
24 H -1.087 0.042 3.395  0.25
25 H -0.080 1.467 3.223  0.25
26 H 1.642 0.044 4.560  0.26
27 H 3.516 -1.570 4.283  0.26
28 H 3.691 -2.862 2.151  0.26
29 H 1.976 -2.484 0.386  0.22
30 H -4.029 3.272 1.074  0.24
31 Cl -1.566 -3.052 1.527  0.07
32 C -1.907 -3.685 -0.081  -0.36
33 Cl -0.729 -3.031 -1.279  0.12
34 H -2.888 -3.345 -0.394  0.27
35 H -1.798 -4.764 -0.078  0.27
36 C 3.639 0.638 -0.815  -1.14
37 Si 2.351 0.259 -2.110  1.84
38 C 2.670 -1.281 -3.108  -1.14
39 C 1.837 1.744 -3.101  -1.15
40 O 0.949 -0.206 -1.141  -0.95
41 H 4.433 1.248 -1.249  0.28
42 H 4.106 -0.259 -0.408  0.25
43 H 3.210 1.211 0.010  0.24
44 H 3.558 -1.151 -3.728  0.28
45 H 1.838 -1.496 -3.781  0.25
46 H 2.847 -2.155 -2.479  0.25
47 H 2.730 2.240 -3.486  0.27
48 H 1.298 2.473 -2.493  0.25
49 H 1.213 1.487 -3.956  0.26

Output
Charge: +2
HOMO-LUMO gap (spin up / spin down) (eV): 6.41 / 6.43
Energy relative to the best compared isomer or geometry (same formula, charge and spin) (kJ/mol): 150.4

# 2
Entry from the Open Molecules 2025 dataset: a cluster of 2 separate species, C17H22FN2S in total (wB97M-V/def2-TZVPD).

Last column: natural (NBO) charge in e.
Element x y z (Å)
1 C -2.156 -0.333 -2.376  -0.69
2 C -0.936 -0.263 -3.267  0.45
3 C -0.844 0.919 -4.194  -0.72
4 N -0.111 -1.256 -3.198  -0.66
5 S 1.531 -0.905 -3.355  0.97
6 C 1.984 0.621 -2.478  -0.58
7 C 1.978 0.529 -0.972  -0.11
8 C 0.818 0.757 -0.266  -0.16
9 C 0.798 0.705 1.103  -0.21
10 C 1.961 0.425 1.769  -0.18
11 C 3.132 0.204 1.086  -0.19
12 C 3.127 0.252 -0.282  -0.22
13 C 2.359 -2.267 -2.423  0.09
14 C 1.406 -3.446 -2.310  -0.66
15 F 3.500 -2.614 -3.062  -0.31
16 H -1.927 -1.009 -1.555  0.25
17 H -2.951 -0.815 -2.959  0.27
18 H -2.452 0.656 -2.038  0.25
19 H -1.503 0.760 -5.049  0.28
20 H 0.172 1.185 -4.480  0.23
21 H -1.240 1.789 -3.661  0.25
22 H 3.011 0.829 -2.794  0.28
23 H 1.389 1.481 -2.780  0.27
24 H -0.097 1.011 -0.796  0.19
25 H -0.138 0.910 1.620  0.26
26 H 1.963 0.411 2.853  0.23
27 H 4.039 0.015 1.641  0.23
28 H 4.071 0.061 -0.786  0.22
29 H 2.606 -1.948 -1.407  0.22
30 H 1.930 -4.318 -1.917  0.26
31 H 1.000 -3.681 -3.295  0.23
32 H 0.585 -3.230 -1.631  0.25
33 N -1.509 1.219 3.708  -0.45
34 C -1.861 0.059 4.264  0.03
35 C -2.831 -0.063 5.246  -0.26
36 C -3.472 1.086 5.681  -0.16
37 C -3.120 2.302 5.118  -0.25
38 C -2.139 2.313 4.140  0.03
39 H -1.332 -0.814 3.897  0.19
40 H -3.076 -1.031 5.659  0.23
41 H -4.234 1.034 6.447  0.23
42 H -3.595 3.221 5.430  0.23
43 H -1.835 3.243 3.671  0.19

Output
Charge: +1
HOMO-LUMO gap (eV): 7.95

# 3
Entry from the Open Molecules 2025 dataset: an isolated molecule of C17H22FN3O2 (wB97M-V/def2-TZVPD).

Last column: natural (NBO) charge in e.
Element x y z (Å)
1 C -3.835 0.529 0.410  -0.24
2 O -3.072 -0.542 0.174  -0.58
3 C -3.049 -1.119 -1.190  0.00
4 C -2.225 -2.318 -1.098  -0.30
5 H -2.681 -2.831 -0.304  0.23
6 C -2.198 -2.943 -2.361  -0.40
7 C -1.133 -2.219 -2.966  -0.19
8 N -0.014 -1.811 -2.193  -0.44
9 C 0.851 -0.663 -2.349  -0.21
10 C 0.040 0.577 -2.077  -0.19
11 C 0.192 1.172 -0.927  0.13
12 N -0.696 2.353 -1.115  -0.34
13 N -1.438 2.471 -2.308  -0.23
14 C -0.710 1.192 -2.986  -0.08
15 H -0.944 1.191 -4.013  0.22
16 H -1.117 2.920 -0.320  0.40
17 C 0.491 1.077 0.512  -0.09
18 C 1.965 0.719 0.621  -0.24
19 C 2.605 0.571 1.607  0.27
20 C 1.892 0.584 3.001  0.39
21 C 0.545 1.109 2.828  -0.30
22 C 0.025 1.048 1.706  -0.21
23 H -1.073 1.317 1.520  0.21
24 H -0.019 0.948 3.836  0.22
25 O 2.478 0.697 4.028  -0.45
26 C 3.618 0.182 4.388  -0.18
27 H 3.766 -0.684 4.102  0.16
28 H 4.444 0.921 3.973  0.19
29 H 3.746 0.058 5.672  0.17
30 F 3.849 0.241 1.797  -0.32
31 H 2.700 0.675 -0.437  0.21
32 H 1.659 -0.738 -1.679  0.21
33 H 1.151 -0.818 -3.399  0.22
34 C -0.757 -1.980 -0.753  -0.16
35 H -0.238 -2.875 -0.257  0.19
36 H -0.436 -1.299 -0.325  0.15
37 H -0.599 -2.552 -4.100  0.14
38 H -1.516 -1.451 -3.465  0.17
39 H -3.082 -2.895 -2.977  0.23
40 H -1.722 -4.107 -2.359  0.20
41 H -4.198 -1.443 -1.218  0.19
42 H -2.553 -0.543 -1.582  0.15
43 H -3.465 1.419 -0.185  0.16
44 H -4.915 0.410 0.348  0.17
45 H -3.553 1.031 1.446  0.18

Output
SMILES string: COC[C@H]1CCN(Cc2cn[nH]c2-c2ccc(OC)c(F)c2)C1
HOMO-LUMO gap (eV): 7.92
Energy relative to the best compared isomer or geometry (same formula, charge and spin) (kJ/mol): 2021.3

# 4
Entry from the Open Molecules 2025 dataset: a structure of composition C17H22FeNOS5 (wB97M-V/def2-TZVPD).

Last column: Löwdin spin population.
Element x y z (Å)
1 Fe -1.021 0.379 1.152  3.55
2 S -1.328 -0.710 3.154  0.11
3 S -0.870 1.378 3.326  0.08
4 S -2.574 2.470 3.512  0.03
5 S -3.269 0.884 0.354  0.05
6 C -0.879 2.037 -2.253  0.00
7 C 0.084 2.980 -1.528  0.00
8 C -0.536 3.627 -0.288  0.00
9 C 1.427 2.336 -1.252  0.01
10 C 2.556 2.909 -1.815  0.00
11 C 3.823 2.383 -1.619  0.01
12 C 3.948 1.254 -0.832  0.00
13 C 2.855 0.633 -0.237  0.01
14 C 3.172 -0.613 0.581  0.00
15 C 3.423 -1.800 -0.356  0.00
16 C 2.198 -1.025 1.680  0.00
17 C 1.561 1.170 -0.446  0.01
18 O 0.499 0.573 0.060  0.10
19 H -1.820 2.547 -2.471  0.00
20 H -1.103 1.159 -1.650  0.00
21 H -0.441 1.696 -3.194  0.00
22 H 0.294 3.798 -2.228  0.00
23 H -0.751 2.915 0.505  0.00
24 H -1.476 4.120 -0.541  0.00
25 H 0.142 4.373 0.131  0.00
26 H 2.432 3.798 -2.427  0.00
27 H 4.694 2.850 -2.062  0.00
28 H 4.935 0.835 -0.652  0.00
29 H 4.119 -0.384 1.087  0.00
30 H 2.501 -2.051 -0.886  0.00
31 H 3.740 -2.682 0.207  0.00
32 H 4.185 -1.571 -1.103  0.00
33 H 1.247 -1.367 1.280  0.00
34 H 1.981 -0.211 2.372  0.00
35 H 2.640 -1.845 2.253  0.00
36 S -3.342 -0.618 -1.034  0.01
37 C -3.486 -2.054 -0.115  0.01
38 N -3.343 -3.237 -0.766  0.00
39 C -3.394 -4.452 -0.157  0.00
40 C -3.601 -4.529 1.181  0.00
41 C -3.765 -3.324 1.901  0.01
42 C -3.715 -2.110 1.275  0.00
43 H -3.149 -3.198 -1.757  0.00
44 H -3.247 -5.306 -0.799  0.00
45 H -3.625 -5.490 1.670  0.00
46 H -3.916 -3.352 2.972  0.00
47 H -3.803 -1.175 1.812  0.00

Output
Charge: -1
Spin multiplicity: 5
HOMO-LUMO gap (spin up / spin down) (eV): 4.20 / 4.55
Energy relative to the best compared isomer or geometry (same formula, charge and spin) (kJ/mol): 187.6

# 5
Entry from the Open Molecules 2025 dataset: an isolated molecule of C17H22N2O2S (wB97M-V/def2-TZVPD).

Last column: natural (NBO) charge in e.
Element x y z (Å)
1 C -6.088 -2.312 0.001  -0.41
2 C -6.326 -1.403 -0.926  -0.17
3 C -5.388 -0.305 -1.329  -0.28
4 N -4.054 -0.452 -0.805  -0.60
5 C -3.588 0.244 0.256  0.32
6 N -2.438 -0.162 0.853  -0.44
7 C -1.629 -1.287 0.439  -0.21
8 C -0.470 -0.825 -0.447  -0.41
9 H -0.861 -0.343 -1.345  0.22
10 H 0.133 -1.684 -0.751  0.21
11 C 0.391 0.188 0.322  -0.32
12 C 1.443 0.757 -0.624  0.60
13 O 1.121 1.505 -1.522  -0.55
14 C 2.855 0.380 -0.404  -0.22
15 C 3.841 1.236 -0.908  -0.13
16 C 5.174 0.961 -0.733  -0.26
17 C 5.574 -0.200 -0.063  0.33
18 C 4.600 -1.074 0.415  -0.33
19 C 3.260 -0.780 0.250  -0.10
20 H 2.532 -1.490 0.614  0.20
21 H 4.876 -1.989 0.917  0.22
22 O 6.909 -0.381 0.062  -0.48
23 C 7.385 -1.525 0.732  -0.25
24 H 7.044 -1.552 1.771  0.18
25 H 8.471 -1.446 0.712  0.20
26 H 7.081 -2.444 0.222  0.18
27 H 5.938 1.624 -1.106  0.23
28 H 3.526 2.127 -1.430  0.24
29 C -0.504 1.324 0.832  -0.40
30 H -0.895 1.880 -0.023  0.23
31 H 0.081 2.011 1.445  0.22
32 C -1.667 0.770 1.652  -0.23
33 H -1.295 0.243 2.537  0.19
34 H -2.327 1.577 1.972  0.26
35 H 0.862 -0.302 1.177  0.20
36 H -1.226 -1.744 1.352  0.20
37 H -2.226 -2.049 -0.064  0.20
38 S -4.422 1.567 0.818  -0.29
39 H -3.567 -1.281 -1.108  0.39
40 H -5.774 0.653 -0.960  0.27
41 H -5.334 -0.250 -2.423  0.20
42 H -7.267 -1.394 -1.459  0.20
43 H -6.813 -3.066 0.254  0.20
44 H -5.169 -2.333 0.563  0.19

Output
SMILES string: C=CCNC(=S)N1CCC(C(=O)c2ccc(OC)cc2)CC1
HOMO-LUMO gap (eV): 8.29
Energy relative to the best compared isomer or geometry (same formula, charge and spin) (kJ/mol): 275.2

Ordered max |F| results: 0.8, 2.3, 18.0, 0.3, 0.8; unit eV/Å.